[1]
{"formula": "C5H6Cl2", "method": "wB97M-V/def2-TZVPD", "symbols": ["C", "C", "C", "C", "C", "Cl", "Cl", "H", "H", "H", "H", "H", "H"], "positions_angstrom": [[0.859, -0.075, 0.114], [2.052, -0.444, -0.375], [-0.531, -0.334, 0.453], [0.265, 1.155, 0.694], [-1.587, -0.588, -0.617], [-0.349, 2.384, -0.414], [0.424, 1.731, 2.323], [2.920, 0.206, -0.399], [2.101, -1.350, -0.849], [-0.814, -0.749, 1.399], [-1.693, 0.382, -1.049], [-2.537, -1.010, -0.094], [-1.112, -1.307, -1.186]], "atomic_forces_ev_per_a": [[2.10, 0.81, 0.63], [-1.82, 2.03, 1.01], [0.37, 1.61, 0.30], [-2.33, -2.06, -0.94], [-0.99, 0.53, 3.45], [0.51, 0.08, 0.08], [0.31, -0.21, -0.02], [-0.27, 0.09, 0.07], [0.47, -2.35, -0.94], [0.64, -0.30, 0.61], [-0.78, 0.23, -1.07], [1.55, 0.95, -1.25], [0.24, -1.41, -1.95]], "mulliken_charge": [0.159, -0.717, -0.387, 0.417, -0.848, -0.196, -0.176, 0.269, 0.285, 0.361, 0.273, 0.265, 0.295], "max_force_ev_per_a": 3.63, "gap_ha": 0.3628, "de_lowest_kcal_mol": 38.9, "energy_ev": -30324.3599, "charge": 0}



[2]
{"formula": "C5H6Cl2N2S", "method": "wB97M-V/def2-TZVPD", "symbols": ["C", "C", "C", "C", "C", "N", "N", "S", "Cl", "Cl", "H", "H", "H", "H", "H", "H"], "positions_angstrom": [[-0.004, -0.004, -1.683], [1.226, 1.095, 0.115], [1.343, 0.546, -1.273], [-1.064, 0.709, 0.270], [-0.904, -1.702, 1.574], [-1.029, 0.036, -0.973], [0.173, 1.191, 0.752], [-1.969, -0.161, 1.579], [2.764, 1.686, 0.727], [-2.129, 2.168, -0.047], [-0.099, -0.618, -2.523], [1.904, -0.455, -1.175], [1.784, 1.327, -2.072], [-1.404, -2.489, 2.019], [-0.002, -1.312, 2.238], [-0.591, -2.018, 0.471]], "atomic_forces_ev_per_a": [[0.72, 0.89, 1.29], [0.60, 0.26, -1.43], [0.66, -0.68, -1.30], [-0.47, 0.95, -0.43], [3.04, 3.13, -1.40], [-1.68, -0.80, 0.14], [0.39, 0.69, 1.81], [0.33, -1.34, -0.69], [-0.38, -0.05, 0.22], [0.28, -0.07, 0.20], [0.24, -0.59, -1.66], [0.18, 1.77, -0.54], [-0.71, -2.03, 1.95], [-1.05, -1.44, 1.01], [-1.51, -1.52, -1.61], [-0.64, 0.84, 2.43]], "mulliken_charge": [-0.352, 0.352, -0.284, 0.607, -0.787, -0.490, -0.435, -0.084, -0.173, -0.198, 0.472, 0.226, 0.325, 0.427, 0.211, 0.183], "max_force_ev_per_a": 4.58, "gap_ha": 0.3439, "de_lowest_kcal_mol": 1.8, "energy_ev": -44140.8845, "charge": 0}



[3]
{"formula": "C5H6Cl2S", "method": "wB97M-V/def2-TZVPD", "symbols": ["C", "C", "C", "C", "C", "H", "H", "H", "H", "H", "H", "S", "Cl", "Cl"], "positions_angstrom": [[1.395, -0.214, -1.270], [0.334, -0.808, -0.231], [0.214, -0.471, 1.008], [-0.892, -0.894, 1.965], [-2.155, -1.469, 1.448], [2.048, -1.040, -1.530], [-0.515, -1.420, -0.815], [0.934, 0.239, 1.518], [-0.753, -1.216, 3.033], [-2.453, -1.574, 0.420], [-2.791, -2.150, 2.168], [-2.392, 0.300, 2.120], [0.425, 0.334, -2.616], [2.423, 1.166, -0.692]], "atomic_forces_ev_per_a": [[-1.23, -0.53, 2.07], [-0.79, -0.48, -4.18], [0.16, 1.21, 4.11], [-1.36, -0.03, 0.04], [-2.11, -0.12, 2.69], [0.21, 0.27, -0.44], [2.22, 1.18, 1.52], [-0.66, -0.91, -0.94], [0.84, 0.36, -1.45], [0.45, 0.07, -0.30], [1.70, 1.11, -1.64], [1.08, -1.24, -0.79], [0.03, 0.05, -0.71], [-0.54, -0.94, 0.03]], "mulliken_charge": [0.194, -0.390, -0.020, -0.290, -0.658, 0.320, 0.106, 0.241, 0.384, 0.343, 0.257, -0.155, -0.156, -0.178], "max_force_ev_per_a": 4.29, "gap_ha": 0.3475, "de_lowest_kcal_mol": 50.6, "energy_ev": -41160.3045, "charge": 0}



[4]
{"formula": "C5H6ClNO", "method": "wB97M-V/def2-TZVPD", "symbols": ["C", "C", "C", "C", "C", "N", "O", "Cl", "H", "H", "H", "H", "H", "H"], "positions_angstrom": [[-0.983, 0.557, 0.443], [0.036, 1.325, -0.154], [-0.722, -0.885, -0.024], [1.041, 0.558, -0.630], [0.593, -0.854, -0.793], [0.696, -0.086, 2.222], [-0.291, 0.469, 2.065], [0.143, -0.834, -2.585], [-1.945, 1.104, 0.598], [0.184, 2.350, 0.031], [-0.499, -1.633, 0.939], [-1.426, -1.378, -0.677], [1.925, 0.895, -0.950], [1.249, -1.588, -0.485]], "atomic_forces_ev_per_a": [[-0.78, -0.57, -1.04], [1.78, -0.57, -0.52], [0.31, -1.86, 2.42], [-3.27, -0.90, 1.82], [-1.90, 3.01, -0.79], [1.81, -1.00, -0.25], [-2.03, 1.30, 1.66], [0.48, -0.97, -0.11], [0.62, -1.27, 0.14], [-0.18, 1.26, -0.02], [-0.85, 1.92, -2.30], [-0.72, 0.14, 0.38], [3.29, 1.19, -1.23], [1.43, -1.67, -0.17]], "mulliken_charge": [0.433, -0.749, -1.350, -0.837, 0.427, -0.066, -0.079, -0.240, 0.374, 0.434, 0.222, 0.452, 0.543, 0.435], "max_force_ev_per_a": 3.85, "gap_ha": [0.2901, 0.2901], "de_lowest_kcal_mol": 131.6, "energy_ev": -21336.7750, "charge": 0}



[5]
{"formula": "C5H6ClNO", "method": "wB97M-V/def2-TZVPD", "symbols": ["C", "C", "C", "C", "C", "N", "O", "Cl", "H", "H", "H", "H", "H", "H"], "positions_angstrom": [[0.399, 0.890, -1.005], [-0.298, -0.301, 1.060], [0.562, 2.052, -0.796], [0.177, -0.523, -1.326], [-0.680, -1.129, -0.196], [-1.180, 0.439, 1.534], [0.921, -0.438, 1.658], [-0.853, 1.411, 2.901], [1.546, -0.447, 0.906], [0.722, 3.050, -0.547], [-0.137, -0.493, -2.349], [1.148, -1.109, -1.377], [-0.519, -2.290, 0.008], [-1.808, -1.114, -0.470]], "atomic_forces_ev_per_a": [[0.51, -0.40, -0.74], [-0.30, -1.20, 0.62], [0.06, -0.28, 0.01], [1.80, -0.45, 0.52], [-1.29, -1.96, 0.18], [-1.95, 0.59, 0.21], [0.18, -0.20, -1.64], [0.38, -0.21, -0.15], [0.14, -0.17, 0.71], [0.09, 0.94, 0.18], [-0.98, -0.70, -0.47], [-0.76, 0.92, 0.14], [0.19, 2.48, -0.50], [1.92, 0.64, 0.92]], "mulliken_charge": [-0.370, 0.298, 0.146, -0.890, -0.179, -0.357, -0.496, -0.122, 0.370, 0.438, 0.376, 0.252, 0.265, 0.271], "max_force_ev_per_a": 2.53, "gap_ha": 0.3800, "de_lowest_kcal_mol": 91.2, "energy_ev": -21338.5276, "charge": 0}



[6]
{"formula": "C5H6ClNO", "method": "wB97M-V/def2-TZVPD", "symbols": ["C", "C", "C", "C", "C", "N", "O", "Cl", "H", "H", "H", "H", "H", "H"], "positions_angstrom": [[0.115, 1.943, -0.233], [1.320, -0.050, -0.188], [2.258, -0.942, 0.046], [-0.922, 0.037, 0.423], [-1.970, -0.887, -0.169], [-0.951, 1.313, 0.082], [1.287, 1.261, -0.361], [3.963, -0.630, 0.270], [0.192, 3.056, -0.378], [1.888, -1.909, -0.033], [-0.586, -0.179, 1.364], [-1.788, -1.825, 0.298], [-1.889, -0.810, -1.268], [-2.918, -0.376, 0.148]], "atomic_forces_ev_per_a": [[-0.52, -0.36, 0.73], [-3.51, -0.62, 0.76], [0.04, 2.11, -0.34], [1.27, -1.56, -2.95], [0.36, 2.55, 0.09], [0.55, 2.81, -0.68], [1.32, 1.72, -0.32], [-0.18, -0.13, -0.08], [-0.03, -1.54, -0.07], [0.21, -1.90, 0.28], [0.70, -0.47, 2.47], [-0.45, -1.04, -0.21], [-0.20, -0.60, 0.59], [0.43, -0.96, -0.28]], "mulliken_charge": [0.156, 0.091, -0.362, -0.060, -1.036, -0.512, -0.336, -0.205, 0.373, 0.386, 0.591, 0.327, 0.280, 0.306], "max_force_ev_per_a": 3.65, "gap_ha": [0.3313, 0.3313], "de_lowest_kcal_mol": 99.3, "energy_ev": -21338.1747, "charge": 0}



[7]
{"formula": "C5H6ClNO", "method": "wB97M-V/def2-TZVPD", "symbols": ["C", "C", "C", "C", "C", "N", "O", "Cl", "H", "H", "H", "H", "H", "H"], "positions_angstrom": [[0.743, 1.268, -0.368], [0.601, 0.816, 0.849], [0.025, 0.359, -1.283], [0.063, -0.507, 0.904], [-0.157, -0.899, -0.495], [-1.301, -0.179, 1.772], [-2.313, -0.825, 1.665], [1.116, -2.036, -1.138], [1.239, 2.185, -0.662], [0.783, 1.321, 1.725], [-0.811, 0.980, -1.619], [0.355, 0.155, -2.325], [0.696, -1.158, 1.492], [-1.037, -1.481, -0.518]], "atomic_forces_ev_per_a": [[0.80, 0.48, -0.75], [0.98, 0.75, -0.23], [-0.56, 0.98, -3.08], [-1.79, -0.47, 1.63], [0.48, -0.95, -0.69], [-0.89, -1.05, 0.34], [2.35, 0.61, -0.73], [-0.04, -0.16, 0.49], [-0.34, 0.04, 0.01], [0.82, 1.17, 1.80], [-1.08, -0.50, 0.69], [0.86, -0.06, 0.88], [-0.30, -0.51, 0.36], [-1.28, -0.34, -0.71]], "mulliken_charge": [-0.376, -0.623, -0.978, 0.167, -0.041, -0.057, -0.304, -0.231, 0.424, 0.475, 0.292, 0.430, 0.406, 0.417], "max_force_ev_per_a": 3.28, "gap_ha": [0.3164, 0.3164], "de_lowest_kcal_mol": 94.1, "energy_ev": -21338.4020, "charge": 0}



[8]
{"formula": "C5H6ClNO2", "method": "wB97M-V/def2-TZVPD", "symbols": ["C", "C", "C", "C", "C", "N", "O", "O", "Cl", "H", "H", "H", "H", "H", "H"], "positions_angstrom": [[-1.008, -0.717, 1.166], [0.385, 0.753, 0.199], [-1.013, -1.165, -0.248], [-0.560, 0.113, -0.883], [1.840, 0.335, -0.156], [-0.338, 0.219, 1.497], [0.292, 2.172, 0.287], [2.665, 1.134, -0.373], [2.015, -1.416, 0.011], [-1.653, -1.219, 1.804], [-0.382, -1.962, -0.335], [-2.014, -1.634, -0.365], [-1.384, 0.910, -0.920], [-0.076, 0.022, -1.849], [1.228, 2.457, 0.165]], "atomic_forces_ev_per_a": [[-1.95, -3.52, -1.97], [-2.11, 0.18, 0.58], [-2.92, 0.81, 0.90], [-0.52, 2.20, -0.35], [-2.36, -0.21, 2.37], [4.90, 4.53, 0.43], [1.50, -1.36, -0.73], [1.42, 0.19, -0.73], [0.98, 0.20, -0.37], [-1.07, -0.83, 1.76], [1.90, -1.98, -0.54], [0.27, 0.89, -0.96], [0.92, -1.36, -0.29], [-0.06, 0.02, -0.23], [-0.89, 0.24, 0.12]], "mulliken_charge": [-0.003, 0.566, -0.722, -0.742, 0.542, -0.568, -0.592, -0.457, -0.162, 0.505, 0.365, 0.344, 0.257, 0.312, 0.356], "max_force_ev_per_a": 6.69, "gap_ha": 0.3833, "de_lowest_kcal_mol": 0.0, "energy_ev": -23388.3159, "charge": 0}